Molecular formula: C3H6F2N2
Method: DFT, wB97M-V/def2-TZVPD

Last column: Mulliken charge in e.
Atoms and positions in Å:
F  0.1690  1.5819  -0.8769  -0.25
F  -0.0059  1.0236  1.3185  -0.29
N  1.6347  -1.2013  -0.0538  -0.63
N  -0.7033  -1.2264  -0.3824  -0.43
C  -1.8797  -0.5106  -0.0788  -0.79
C  0.4919  -0.6249  -0.2082  0.36
C  0.7109  0.7648  0.0916  0.40
H  1.5881  -2.1871  -0.3018  0.24
H  -1.8556  -0.1694  1.0804  0.25
H  -2.8364  -1.0535  -0.4772  0.28
H  -0.7955  -2.3297  0.3219  0.35
H  1.7725  1.0891  0.3010  0.21
H  -1.8002  0.4200  -0.6731  0.31

Forces on atoms 1 to 3 (eV/Å):
F 0.23 -0.10 0.54
F 0.83 0.16 -1.34
N -0.28 -0.35 -1.15

Orbital gap, eV: 9.77
HOMO level, eV: -9.51

Molecular formula: C37H38BF3O4
Method: DFT, wB97M-V/def2-TZVPD

Last column: Mulliken charge in e.
Atoms and positions in Å:
F  5.9723  0.8681  -1.5759  -0.31
F  5.3298  2.9276  -1.9634  -0.28
F  5.7876  2.2935  0.0868  -0.25
O  -0.6750  -1.1020  0.3344  -0.86
O  2.0830  4.3409  4.9876  -0.54
O  -1.1499  1.1983  0.6963  -0.85
O  3.9431  -5.6049  3.8130  -0.50
C  -3.4154  0.4119  0.7876  -2.14
C  4.5422  -6.2183  2.6100  -0.38
C  -0.9270  4.2162  -3.4943  -0.38
C  3.6771  -4.3063  3.5104  0.30
C  3.1137  -1.7118  2.6545  1.04
C  3.7771  1.4696  -0.8559  0.56
C  2.9354  2.3544  -0.1934  -1.25
C  3.5577  1.8228  2.8959  -0.64
C  3.3378  0.2104  -1.2510  -1.48
C  3.2009  5.1809  4.4949  -0.35
C  1.6383  1.9462  0.1626  -0.28
C  -1.7892  3.8024  -2.4671  -0.80
C  2.2702  3.0960  4.4789  -0.07
C  1.7080  0.8191  4.1546  0.23
C  -2.0651  0.4523  1.4946  2.12
C  0.0740  3.3411  -3.9441  -0.75
C  2.0678  -0.2099  -0.8480  -1.27
C  3.6638  -2.6669  1.7350  -0.71
C  5.2067  1.8818  -1.0897  0.69
C  0.2051  2.0682  -3.3844  -0.17
C  4.6206  -5.1352  1.5277  -0.65
C  3.1582  -3.3914  4.4364  -1.55
C  -1.3931  -1.0008  1.5597  1.65
C  3.9700  -3.9421  2.1661  0.66
C  -2.2276  1.1779  2.8203  -1.92
C  1.2109  0.6724  -0.1762  1.32
C  3.3925  2.9817  3.6133  0.60
C  4.1103  4.2966  3.6231  -0.60
C  2.9719  -2.0959  4.0311  -0.22
C  -0.6699  1.6293  -2.3664  0.74
C  -1.6521  2.5295  -1.9067  0.12
C  2.7887  -0.3985  2.2101  0.90
C  2.6642  0.7371  3.0911  0.80
C  1.4219  2.0174  4.7521  -1.55
C  -2.3590  -2.1587  1.6813  -2.10
C  -0.3751  -1.0954  2.6763  -1.03
C  -0.6020  0.2640  -1.7993  -1.47
B  -0.3670  0.2454  -0.0195  1.27
H  -1.7977  -3.0973  1.6617  0.44
H  1.7471  -1.2332  -1.0601  0.55
H  3.2684  3.3672  0.0272  0.49
H  0.9882  1.3890  -3.7346  0.31
H  2.6998  -1.3452  4.7716  0.60
H  4.3823  1.7138  2.1847  0.56
H  -1.5627  -0.2586  -1.9092  0.34
H  0.9847  2.6363  0.6976  0.51
H  0.1669  -2.0467  2.6024  0.54
H  2.7521  6.0118  3.9365  0.31
H  -2.8546  0.5932  3.5041  0.34
H  -2.7287  2.1381  2.6462  0.50
H  -2.8930  -2.0971  2.6357  0.34
H  -3.3477  -0.1080  -0.1772  0.35
H  0.1813  -0.3369  -2.2759  0.50
H  -2.3172  2.2140  -1.1011  0.16
H  1.1644  -0.0746  4.4594  0.25
H  -4.1582  -0.0955  1.4140  0.42
H  2.9872  -0.1648  1.1694  -0.75
H  -1.2656  1.3845  3.3032  0.17
H  3.7081  5.5722  5.3862  0.27
H  0.7547  3.6538  -4.7421  0.35
H  4.2367  4.7038  2.6113  0.21
H  -1.0261  5.2187  -3.9208  0.36
H  -3.0812  -2.1635  0.8615  0.41
H  5.1073  4.2112  4.0779  0.27
H  3.8474  -2.3551  0.7003  0.50
H  3.9002  -7.0600  2.3241  0.28
H  4.1153  -5.4607  0.6169  0.31
H  5.6653  -4.9106  1.2816  0.26
H  -2.5752  4.4684  -2.0996  0.37
H  0.3578  -0.2877  2.5601  -0.86
H  -0.8364  -1.0273  3.6698  0.44
H  5.5198  -6.6165  2.9034  0.28
H  3.9707  -0.4340  -1.8566  0.56
H  2.9443  -3.7302  5.4448  0.45
H  -3.7699  1.4351  0.6158  0.45
H  0.5998  2.1554  5.4517  0.49

Forces on atoms 1 to 3 (eV/Å):
F -0.29 0.65 0.31
F 0.07 -0.67 0.66
F -0.10 -0.16 -0.68

Orbital gap, eV: 3.51
HOMO level, eV: -6.15

Molecular formula: C20H26N4O3
Method: DFT, wB97M-V/def2-TZVPD

Last column: Mulliken charge in e.
Atoms and positions in Å:
O  1.3538  3.9551  0.6201  -0.72
O  -3.0394  3.7507  -0.2949  -0.63
O  -0.7767  -0.1581  -0.3966  -0.80
N  1.7179  -0.2378  0.1417  0.10
N  -0.8188  3.7756  0.1327  -0.04
N  2.8504  -1.0407  0.2645  -0.37
N  -1.8895  1.7844  -0.3095  0.40
C  3.0395  -1.8694  -0.9135  -0.79
C  1.6201  -2.3802  2.0544  -0.39
C  -0.7182  1.0568  -0.1834  1.60
C  0.4833  1.7686  0.1912  -0.37
C  1.6249  -3.8490  -0.0801  -0.84
C  -4.7806  0.3904  -2.1579  -0.94
C  -3.0895  1.0582  -0.6212  -0.43
C  2.9545  1.7032  0.8423  -0.92
C  1.6900  1.0624  0.3707  0.18
C  2.9196  -1.7465  1.5362  -1.11
C  -3.6944  0.3171  0.3796  -0.08
C  0.8075  -3.1895  1.0324  -0.39
C  -3.6160  1.1050  -1.9094  1.20
C  -1.9996  3.1507  -0.1661  0.44
C  2.9069  1.9804  2.3482  -1.17
C  0.4340  3.2079  0.3456  0.24
C  1.9421  -2.8924  -1.2303  -0.42
C  -2.9539  1.9099  -2.9834  -1.43
C  -5.3940  -0.3507  -1.1640  -0.54
C  -4.8499  -0.3922  0.1076  -0.91
H  2.1824  2.7607  2.5590  0.38
H  -6.2984  -0.8987  -1.3834  0.40
H  3.2713  -1.0331  2.2893  0.32
H  3.0948  2.6526  0.3272  0.53
H  3.8825  2.3178  2.6866  0.34
H  3.9929  -2.3846  -0.7742  0.41
H  0.2669  -3.9651  1.5789  0.46
H  3.6920  -2.5078  1.4256  0.52
H  0.9776  -1.5951  2.4592  0.18
H  1.0363  -4.6740  -0.4874  0.40
H  -3.2548  0.2992  1.3658  0.46
H  -0.8634  4.7827  0.2391  0.26
H  1.9044  -3.0250  2.8889  0.44
H  -5.3232  -0.9703  0.8866  0.40
H  -5.2095  0.4164  -3.1492  0.38
H  -3.3850  1.6829  -3.9548  0.44
H  2.2792  -3.4671  -2.0955  0.41
H  0.8199  -0.6592  -0.1456  0.34
H  3.1492  -1.1901  -1.7647  0.36
H  3.7798  1.0270  0.6145  0.39
H  0.0511  -2.5510  0.5702  0.01
H  -3.0903  2.9723  -2.7819  0.28
H  2.6340  1.0864  2.9047  0.31
H  2.5454  -4.2760  0.3231  0.31
H  -1.8840  1.7057  -3.0156  0.24
H  1.0247  -2.3762  -1.5230  0.16

Forces on atoms 1 to 3 (eV/Å):
O 0.13 0.21 0.08
O -0.14 0.07 -0.03
O -0.03 -0.03 -0.01

SMILES: CC/C(NN1CCCCCC1)=C1\C(=O)NC(=O)N(c2ccccc2C)C1=O
Orbital gap, eV: 9.35
HOMO level, eV: -8.71

Molecular formula: C33H41AlF9N5P
Method: DFT, wB97M-V/def2-TZVPD

Last column: Mulliken charge in e.
Atoms and positions in Å:
P  -0.3698  -0.8189  0.3872  1.81
Al  1.4650  0.9252  0.5665  -1.63
F  -1.8486  -4.9821  5.3722  -0.23
F  -6.4316  1.1853  2.2964  -0.23
F  0.2622  -5.4027  5.2302  -0.23
F  -0.9544  -4.3417  -5.2824  -0.23
F  -5.9677  2.7490  0.8853  -0.25
F  1.0842  -4.8758  -4.8032  -0.27
F  -6.8670  0.9153  0.1971  -0.26
F  0.6612  -3.0110  -5.7994  -0.24
F  -0.4266  -3.7450  6.4240  -0.27
N  2.5587  2.1022  1.8622  0.04
N  3.0756  0.9793  -0.6391  0.29
N  0.4619  2.4388  0.0078  0.65
N  2.5846  -0.5512  1.5630  0.16
N  -0.6409  2.4374  -2.0542  0.48
C  -5.9970  1.4219  1.0611  0.66
C  -4.6063  0.8520  0.8565  0.26
C  1.4138  2.1396  -3.3880  -1.54
C  -0.4964  2.8911  -0.8361  1.16
C  -0.7609  -2.0455  -3.4807  -1.10
C  -0.3335  -1.9632  1.7958  0.31
C  -3.5363  1.4712  1.4932  -1.13
C  0.0755  -3.1530  -3.5424  -0.01
C  -1.7141  2.9200  -2.9523  -0.98
C  0.2210  -3.8692  -4.8731  0.67
C  -3.1215  -0.7598  -0.1151  -0.30
C  3.8036  2.5263  1.1401  -0.75
C  0.7476  -3.5914  -2.4118  -1.09
C  -4.4054  -0.2713  0.0708  -1.05
C  -1.3836  4.0042  -0.3642  -2.25
C  -2.2556  0.9910  1.2944  -0.40
C  4.0542  -0.1138  -0.3536  -0.82
C  -0.1823  -2.1934  4.1962  -0.85
C  -0.6428  -4.4244  5.3008  0.67
C  -0.5379  -3.5309  4.0750  0.14
C  -2.9866  2.1071  -2.7878  -0.55
C  -0.8113  -4.0809  2.8292  -1.18
C  3.6433  2.3351  -0.3588  -0.66
C  3.3762  -1.1852  0.4800  -0.36
C  2.8671  1.3314  3.0971  -0.88
C  0.2639  1.4651  -2.6565  0.99
C  0.5938  -2.9073  -1.2143  -1.05
C  -2.0347  -0.1097  0.4674  0.89
C  -0.7149  -3.3008  1.6886  -0.77
C  3.4068  -0.0296  2.6875  -0.59
C  -0.2297  -1.7816  -1.1437  0.43
C  -0.9116  -1.3616  -2.2888  -1.17
C  -0.0825  -1.4161  3.0557  -0.06
H  -0.9600  -3.7375  0.7315  0.58
H  4.1050  -1.8971  0.8766  0.67
H  1.3721  -4.4717  -2.4615  0.59
H  0.4070  3.0401  0.8293  0.43
H  2.8504  0.9580  -1.6313  0.27
H  -2.4342  3.7561  -0.5017  0.45
H  -0.0027  -1.7695  5.1725  0.61
H  -1.3287  2.8270  -3.9684  0.48
H  2.9386  3.0655  -0.7569  0.38
H  1.0435  2.7729  -4.1924  0.42
H  3.5800  1.8668  3.7275  0.47
H  -1.2991  -1.7313  -4.3634  0.58
H  1.9351  1.2245  3.6595  0.42
H  -2.9836  -1.6531  -0.7076  0.58
H  2.0030  2.7714  -2.7258  0.29
H  3.3765  -0.7163  3.5346  0.47
H  4.4482  0.0325  2.3723  0.44
H  2.0585  1.3927  -3.8466  0.46
H  2.6751  -1.7373  -0.1490  -0.05
H  1.9599  -1.2650  1.9457  0.09
H  0.6053  0.7634  -1.8774  -1.41
H  -3.7845  2.5610  -3.3693  0.50
H  4.5996  2.4622  -0.8700  0.51
H  -1.1112  -5.1163  2.7518  0.49
H  1.0854  -3.2935  -0.3318  0.72
H  4.4260  -0.5377  -1.2878  0.56
H  -0.3260  0.8661  -3.3533  0.56
H  -1.8837  3.9799  -2.7795  0.59
H  4.9130  0.3158  0.1612  0.29
H  -1.1807  4.9136  -0.9306  0.42
H  -1.5765  -0.5110  -2.2453  1.16
H  -3.7134  2.3188  2.1392  0.54
H  4.0270  3.5716  1.3588  0.57
H  0.1517  -0.3573  3.1587  0.44
H  -1.4307  1.4648  1.8143  0.28
H  -5.2470  -0.7662  -0.3907  0.58
H  -3.3065  2.0653  -1.7475  -0.08
H  -1.2219  4.2154  0.6899  0.49
H  -2.8568  1.0903  -3.1508  0.19
H  4.6369  1.9423  1.5285  0.22
H  2.0807  2.9518  2.1504  0.53

Forces on atoms 1 to 3 (eV/Å):
P -0.19 -0.02 0.08
Al 0.38 -0.28 -0.01
F -0.14 -0.01 -0.08

Charge: +3
Orbital gap, eV: 8.83
HOMO level, eV: -17.52